a | DFT (ωB97M-V/def2-TZVPD) results for 19 unconnected molecules or ions with the total composition C76H209N19O19.

The value obtained for the orbital gap is 8.80 eV. The HOMO energy is -8.406 eV. Its charge is 0. Its multiplicity is 1.

Element x y z (Å)
C1 1.82 -4.49 -4.77
C2 2.64 -3.27 -4.30
C3 2.79 -2.23 -5.46
O1 1.55 -1.64 -5.88
C4 1.88 -0.47 -6.71
N1 2.02 -2.70 -3.13
H1 0.79 -4.33 -5.08
H2 1.74 -5.23 -3.97
H3 2.29 -4.90 -5.67
H4 3.65 -3.56 -4.02
H5 3.30 -2.59 -6.34
H6 3.46 -1.45 -5.08
H7 2.03 0.41 -6.08
H8 1.03 -0.15 -7.32
H9 2.69 -0.66 -7.42
H10 1.25 -3.31 -2.91
H11 1.59 -1.94 -3.65
C5 6.63 3.30 0.09
C6 6.02 4.38 -0.82
C7 5.73 4.01 -2.28
O2 5.93 5.17 -3.09
C8 5.95 4.86 -4.48
N2 4.89 4.92 -0.11
H12 5.94 2.49 0.30
H13 6.85 3.73 1.06
H14 7.61 2.92 -0.21
H15 6.85 5.08 -0.81
H16 4.75 3.55 -2.41
H17 6.47 3.29 -2.63
H18 4.99 4.48 -4.80
H19 6.75 4.14 -4.65
H20 6.10 5.74 -5.10
H21 5.29 5.06 0.81
H22 4.80 5.87 -0.46
C9 4.13 0.34 -2.35
C10 5.15 -0.71 -2.63
C11 6.58 -0.32 -2.17
O3 7.14 0.65 -3.03
C12 8.50 0.96 -2.78
N3 4.82 -1.90 -1.89
H23 4.39 1.26 -2.87
H24 4.14 0.59 -1.29
H25 3.11 0.05 -2.58
H26 5.09 -1.02 -3.67
H27 7.21 -1.20 -2.27
H28 6.66 0.06 -1.15
H29 9.18 0.12 -2.94
H30 8.59 1.33 -1.76
H31 8.92 1.70 -3.47
H32 3.91 -2.24 -2.18
H33 4.79 -1.73 -0.89
C13 2.28 -5.25 -0.47
C14 3.70 -5.77 -0.32
C15 4.27 -6.45 -1.57
O4 3.36 -7.40 -2.14
C16 3.94 -8.10 -3.26
N4 4.59 -4.63 0.02
H34 1.59 -6.05 -0.71
H35 2.17 -4.62 -1.36
H36 1.94 -4.71 0.42
H37 3.75 -6.52 0.47
H38 5.20 -6.93 -1.27
H39 4.45 -5.71 -2.34
H40 3.04 -8.33 -3.84
H41 4.43 -9.04 -3.03
H42 4.56 -7.43 -3.86
H43 4.68 -4.00 -0.76
H44 4.24 -4.08 0.79
C17 6.17 -0.42 1.90
C18 5.14 -1.46 1.55
C19 4.68 -2.34 2.71
O5 3.67 -3.35 2.39
C20 3.57 -4.43 3.24
N5 4.00 -0.84 0.87
H45 5.79 0.30 2.62
H46 6.49 0.09 0.99
H47 7.08 -0.80 2.35
H48 5.54 -2.11 0.77
H49 4.35 -1.69 3.52
H50 5.53 -2.87 3.14
H51 3.59 -4.05 4.27
H52 4.35 -5.20 3.17
H53 2.60 -4.90 3.09
H54 3.35 -1.61 0.80
H55 3.52 -0.23 1.52
C21 4.22 8.71 -3.66
C22 3.54 8.14 -2.38
C23 2.13 7.45 -2.61
O6 1.09 8.44 -2.78
C24 -0.21 7.76 -3.08
N6 4.52 7.22 -1.80
H56 4.33 7.93 -4.42
H57 5.21 9.10 -3.47
H58 3.59 9.44 -4.18
H59 3.52 8.97 -1.67
H60 2.01 6.85 -1.70
H61 2.19 6.74 -3.44
H62 -0.07 7.13 -3.96
H63 -0.99 8.49 -3.30
H64 -0.64 7.15 -2.29
H65 4.71 6.55 -2.53
H66 5.41 7.69 -1.82
C25 3.76 4.43 2.85
C26 3.07 4.45 4.18
C27 1.70 3.73 4.09
O7 0.71 4.41 3.25
C28 0.40 5.78 3.63
N7 4.06 3.90 5.12
H67 4.58 5.14 2.72
H68 3.04 4.49 2.03
H69 4.21 3.45 2.72
H70 2.99 5.48 4.51
H71 1.33 3.48 5.09
H72 1.88 2.78 3.59
H73 1.27 6.43 3.60
H74 0.07 5.83 4.67
H75 -0.45 6.05 3.01
H76 3.74 4.00 6.07
H77 4.93 4.39 5.18
C29 -4.28 -3.26 1.20
C30 -3.86 -4.15 0.07
C31 -4.35 -5.61 0.26
O8 -3.82 -6.25 1.39
C32 -4.13 -7.61 1.38
N8 -4.39 -3.68 -1.25
H78 -5.37 -3.24 1.27
H79 -3.92 -2.25 1.04
H80 -3.93 -3.63 2.16
H81 -2.79 -4.16 -0.12
H82 -3.98 -6.08 -0.65
H83 -5.44 -5.67 0.25
H84 -3.50 -8.13 0.65
H85 -5.18 -7.82 1.18
H86 -3.89 -8.11 2.31
H87 -5.39 -3.81 -1.16
H88 -4.35 -2.68 -1.35
C33 -2.32 4.00 -6.25
C34 -1.15 4.66 -5.50
C35 -0.43 3.76 -4.51
O9 0.61 4.44 -3.84
C36 1.39 3.62 -2.87
N9 -0.21 5.15 -6.49
H89 -3.15 3.80 -5.57
H90 -1.95 3.13 -6.79
H91 -2.64 4.70 -7.02
H92 -1.54 5.54 -4.98
H93 -0.04 2.83 -4.94
H94 -1.22 3.49 -3.80
H95 2.13 4.23 -2.34
H96 1.95 2.87 -3.44
H97 0.59 3.19 -2.27
H98 0.46 5.68 -5.96
H99 0.31 4.41 -6.95
C37 -1.30 -1.10 1.03
C38 -0.14 -0.59 0.19
C39 0.64 0.59 0.89
O10 1.44 1.13 -0.18
C40 2.26 2.23 0.23
N10 0.76 -1.66 -0.11
H100 -1.05 -1.48 2.02
H101 -1.83 -1.96 0.61
H102 -1.97 -0.26 1.21
H103 -0.44 -0.23 -0.79
H104 1.16 0.34 1.81
H105 -0.08 1.35 1.18
H106 1.69 3.09 0.57
H107 2.92 2.51 -0.59
H108 2.97 2.00 1.03
H109 1.48 -1.31 -0.73
H110 0.41 -2.36 -0.75
C41 -3.75 2.17 -1.92
C42 -4.01 0.99 -0.93
C43 -5.44 1.06 -0.25
O11 -5.69 2.36 0.18
C44 -7.07 2.63 0.48
N11 -3.80 -0.28 -1.61
H111 -2.73 2.50 -2.10
H112 -4.18 3.11 -1.56
H113 -4.37 2.10 -2.81
H114 -3.20 1.04 -0.20
H115 -5.64 0.37 0.58
H116 -6.21 0.85 -1.00
H117 -7.04 3.65 0.85
H118 -7.33 1.93 1.28
H119 -7.87 2.60 -0.25
H120 -4.54 -0.54 -2.24
H121 -3.01 -0.19 -2.22
C45 -0.29 -4.44 2.28
C46 -0.68 -5.28 3.47
C47 -1.72 -4.64 4.37
O12 -1.79 -5.41 5.63
C48 -2.66 -4.78 6.59
N12 -0.98 -6.63 3.07
H122 0.49 -4.95 1.71
H123 0.11 -3.48 2.62
H124 -1.14 -4.19 1.65
H125 0.23 -5.47 4.03
H126 -2.66 -4.48 3.84
H127 -1.39 -3.66 4.71
H128 -2.20 -3.82 6.85
H129 -2.71 -5.37 7.51
H130 -3.70 -4.60 6.31
H131 -1.30 -7.14 3.88
H132 -1.73 -6.75 2.40
C49 -1.85 11.20 3.25
C50 -0.52 10.48 2.97
C51 -0.55 9.43 1.86
O13 0.69 8.78 1.90
C52 0.83 8.01 0.69
N13 0.55 11.37 2.63
H133 -1.71 11.78 4.16
H134 -2.67 10.49 3.32
H135 -2.18 11.97 2.56
H136 -0.24 10.02 3.91
H137 -0.80 9.90 0.91
H138 -1.29 8.67 2.09
H139 -0.02 7.42 0.35
H140 1.71 7.38 0.78
H141 1.05 8.75 -0.07
H142 1.22 10.72 2.23
H143 0.22 11.89 1.83
C53 -2.50 -3.83 -4.44
C54 -1.80 -2.63 -3.79
C55 -2.40 -1.29 -4.28
O14 -1.92 -0.18 -3.55
C56 -0.57 0.23 -3.68
N14 -1.71 -2.76 -2.35
H144 -3.51 -3.90 -4.03
H145 -1.99 -4.75 -4.14
H146 -2.64 -3.74 -5.52
H147 -0.76 -2.65 -4.10
H148 -3.49 -1.31 -4.16
H149 -2.33 -1.25 -5.37
H150 -0.52 0.97 -2.88
H151 -0.40 0.58 -4.70
H152 0.16 -0.57 -3.55
H153 -2.61 -3.09 -2.05
H154 -1.62 -1.85 -1.91
C57 1.20 -2.24 4.73
C58 1.41 -1.51 6.07
C59 1.34 0.01 5.97
O15 2.21 0.61 5.00
C60 3.58 0.59 5.37
N15 0.36 -2.00 6.98
H155 1.09 -3.32 4.88
H156 1.98 -2.03 4.00
H157 0.34 -1.75 4.27
H158 2.36 -1.90 6.45
H159 1.54 0.47 6.93
H160 0.33 0.28 5.65
H161 3.80 1.17 6.27
H162 4.18 0.99 4.55
H163 3.92 -0.43 5.53
H164 -0.58 -1.76 6.71
H165 0.52 -2.99 6.92
C61 -1.09 -6.95 -2.22
C62 -0.60 -8.41 -2.57
C63 -0.21 -8.61 -4.10
O16 -1.19 -8.25 -5.11
C64 -2.47 -8.93 -5.05
N16 0.57 -8.74 -1.79
H166 -0.37 -6.14 -2.32
H167 -1.34 -7.08 -1.17
H168 -2.02 -6.78 -2.76
H169 -1.37 -9.12 -2.26
H170 0.08 -9.66 -4.22
H171 0.70 -8.04 -4.30
H172 -2.37 -9.99 -4.79
H173 -2.97 -8.70 -5.99
H174 -3.05 -8.45 -4.27
H175 1.34 -8.10 -1.92
H176 0.35 -8.56 -0.82
C65 -4.27 -0.19 3.39
C66 -3.60 -1.17 4.38
C67 -3.07 -0.35 5.57
O17 -2.44 -1.29 6.46
C68 -2.33 -0.70 7.74
N17 -4.63 -2.03 4.87
H177 -5.10 0.27 3.92
H178 -4.59 -0.73 2.50
H179 -3.63 0.64 3.13
H180 -2.81 -1.72 3.86
H181 -3.97 0.08 6.03
H182 -2.31 0.39 5.34
H183 -1.85 -1.45 8.37
H184 -3.32 -0.42 8.10
H185 -1.67 0.17 7.73
H186 -5.38 -1.47 5.24
H187 -4.18 -2.42 5.69
C69 -3.73 3.73 3.96
C70 -3.56 4.51 2.62
C71 -2.56 3.73 1.74
O18 -2.28 4.52 0.63
C72 -1.13 4.07 -0.18
N18 -4.83 4.58 1.93
H188 -4.42 4.24 4.63
H189 -2.79 3.81 4.51
H190 -4.00 2.69 3.81
H191 -3.12 5.49 2.80
H192 -3.05 2.79 1.45
H193 -1.69 3.52 2.35
H194 -1.34 3.10 -0.62
H195 -0.25 4.10 0.46
H196 -1.07 4.82 -0.97
H197 -4.94 3.62 1.65
H198 -4.64 5.04 1.05
C73 -7.73 -1.89 -0.16
C74 -8.18 -3.34 -0.17
C75 -9.72 -3.51 -0.01
O19 -9.91 -4.92 0.31
C76 -11.16 -5.34 0.82
N19 -7.63 -3.96 -1.33
H199 -8.02 -1.50 0.81
H200 -8.31 -1.35 -0.91
H201 -6.68 -1.70 -0.42
H202 -7.73 -3.82 0.71
H203 -10.34 -3.29 -0.88
H204 -10.06 -2.92 0.84
H205 -11.10 -6.43 0.72
H206 -11.95 -4.97 0.17
H207 -11.16 -5.04 1.86
H208 -8.10 -4.85 -1.34
H209 -8.08 -3.51 -2.12

b | DFT (ωB97M-V/def2-TZVPD) results for 19 unconnected molecules or ions with the total composition C76H209N19O19.

The value obtained for the orbital gap is 8.68 eV. The HOMO energy is -8.326 eV. Its charge is 0. Its multiplicity is 1.

Element x y z (Å)
C1 -3.60 9.15 -19.06
C2 -2.10 9.01 -19.28
C3 -1.40 10.22 -20.02
O1 -2.31 10.63 -21.05
C4 -1.66 11.25 -22.12
N1 -1.58 8.63 -18.01
H1 -4.15 8.45 -18.44
H2 -3.96 9.06 -20.08
H3 -3.90 10.16 -18.79
H4 -1.82 8.20 -19.94
H5 -0.41 9.94 -20.38
H6 -1.15 11.12 -19.46
H7 -0.97 12.05 -21.84
H8 -2.45 11.74 -22.68
H9 -1.19 10.46 -22.70
H10 -2.26 8.10 -17.48
H11 -1.36 9.40 -17.39
C5 -2.38 13.50 -4.72
C6 -0.84 13.09 -4.76
C7 0.00 13.88 -5.83
O2 -0.59 13.65 -7.13
C8 -0.54 14.82 -7.90
N2 -0.41 13.33 -3.45
H12 -3.03 12.85 -4.13
H13 -2.66 13.20 -5.73
H14 -2.54 14.56 -4.54
H15 -0.83 12.03 -5.00
H16 1.02 13.50 -5.78
H17 -0.03 14.96 -5.63
H18 -1.09 15.65 -7.45
H19 -1.11 14.66 -8.82
H20 0.42 15.24 -8.17
H21 0.40 12.77 -3.22
H22 -1.06 12.87 -2.84
C9 -6.13 7.11 -9.25
C10 -5.18 6.89 -10.43
C11 -5.93 6.35 -11.69
O3 -6.59 5.12 -11.50
C12 -7.36 4.70 -12.59
N3 -4.32 8.13 -10.56
H23 -5.60 7.61 -8.44
H24 -6.42 6.11 -8.90
H25 -6.93 7.75 -9.61
H26 -4.41 6.16 -10.19
H27 -5.10 6.19 -12.38
H28 -6.59 7.17 -11.97
H29 -6.84 4.54 -13.54
H30 -8.18 5.38 -12.81
H31 -7.74 3.70 -12.38
H32 -4.19 8.29 -11.55
H33 -3.44 7.71 -10.29
C13 9.51 8.93 -15.38
C14 8.16 9.18 -16.09
C15 8.15 10.04 -17.40
O4 6.85 10.18 -18.02
C16 5.68 10.50 -17.20
N4 7.54 7.90 -16.29
H34 10.32 8.65 -16.06
H35 9.40 8.08 -14.71
H36 9.83 9.77 -14.76
H37 7.54 9.69 -15.35
H38 8.78 9.60 -18.17
H39 8.40 11.08 -17.18
H40 5.32 9.67 -16.59
H41 4.90 10.95 -17.81
H42 6.08 11.32 -16.60
H43 6.55 8.08 -16.40
H44 7.63 7.20 -15.56
C17 -4.35 12.21 -9.80
C18 -5.10 11.47 -8.65
C19 -6.08 12.24 -7.71
O5 -6.32 11.44 -6.59
C20 -6.94 12.20 -5.47
N5 -5.82 10.43 -9.46
H45 -4.49 13.28 -9.66
H46 -4.67 11.96 -10.81
H47 -3.28 12.02 -9.77
H48 -4.38 10.96 -8.01
H49 -7.11 12.58 -7.89
H50 -5.42 13.07 -7.47
H51 -7.18 11.54 -4.63
H52 -7.98 12.44 -5.71
H53 -6.36 13.07 -5.17
H54 -6.31 9.85 -8.81
H55 -5.28 9.71 -9.91
C21 6.82 5.17 -18.76
C22 8.28 5.27 -18.40
C23 9.12 6.37 -19.08
O6 10.50 5.90 -19.02
C24 10.89 4.64 -19.52
N6 8.37 5.41 -16.98
H56 6.19 6.01 -18.46
H57 6.44 4.19 -18.47
H58 6.86 5.16 -19.85
H59 8.73 4.31 -18.66
H60 9.03 7.36 -18.63
H61 8.70 6.49 -20.09
H62 11.95 4.49 -19.72
H63 10.33 4.67 -20.45
H64 10.60 3.76 -18.94
H65 8.19 6.39 -16.83
H66 9.37 5.42 -16.82
C25 3.94 14.28 -7.28
C26 4.35 15.03 -6.03
C27 5.45 16.12 -6.32
O7 6.67 15.56 -6.82
C28 7.64 16.50 -7.04
N7 3.27 15.67 -5.40
H67 3.57 15.00 -8.01
H68 3.27 13.41 -7.25
H69 4.84 13.94 -7.79
H70 4.73 14.32 -5.30
H71 5.68 16.85 -5.55
H72 5.06 16.84 -7.04
H73 7.77 17.12 -6.15
H74 7.58 17.13 -7.93
H75 8.51 15.86 -7.19
H76 3.49 16.25 -4.61
H77 2.61 14.93 -5.18
C29 -0.53 1.98 -21.95
C30 -0.53 2.82 -20.66
C31 -0.14 4.32 -20.93
O8 -0.08 5.22 -19.76
C32 0.40 6.44 -20.20
N8 -1.84 2.75 -20.07
H78 -1.13 2.23 -22.83
H79 -0.99 1.01 -21.78
H80 0.48 2.07 -22.34
H81 0.24 2.33 -20.06
H82 -0.86 4.77 -21.62
H83 0.74 4.24 -21.57
H84 1.30 6.19 -20.76
H85 0.56 7.17 -19.41
H86 -0.40 6.96 -20.72
H87 -1.94 3.38 -19.29
H88 -1.92 1.86 -19.61
C33 7.20 10.24 -12.47
C34 5.98 9.51 -12.88
C35 4.99 9.06 -11.77
O9 4.55 10.29 -11.09
C36 3.95 10.25 -9.84
N9 5.34 10.33 -13.88
H89 7.82 10.37 -13.36
H90 7.89 9.70 -11.82
H91 6.93 11.24 -12.14
H92 6.12 8.55 -13.37
H93 5.62 8.47 -11.11
H94 4.15 8.46 -12.10
H95 3.80 11.22 -9.37
H96 4.50 9.68 -9.09
H97 2.95 9.84 -9.90
H98 4.42 10.01 -14.14
H99 5.03 11.20 -13.47
C37 -1.71 3.76 -16.35
C38 -2.19 5.14 -16.79
C39 -2.75 6.03 -15.66
O10 -3.55 7.09 -16.23
C40 -3.52 8.16 -15.36
N10 -1.07 5.88 -17.31
H100 -0.89 3.81 -15.64
H101 -1.21 3.16 -17.11
H102 -2.53 3.17 -15.95
H103 -2.88 5.00 -17.62
H104 -2.01 6.34 -14.93
H105 -3.52 5.44 -15.16
H106 -2.53 8.58 -15.19
H107 -3.86 8.05 -14.33
H108 -4.05 9.00 -15.81
H109 -0.94 5.52 -18.25
H110 -1.26 6.85 -17.48
C41 -2.66 4.30 -12.34
C42 -1.91 3.30 -11.42
C43 -1.52 2.04 -12.19
O11 -1.02 0.94 -11.37
C44 -0.78 -0.24 -12.11
N11 -0.64 3.92 -11.04
H111 -3.60 3.90 -12.75
H112 -2.06 4.63 -13.19
H113 -3.04 5.22 -11.90
H114 -2.45 3.07 -10.51
H115 -0.77 2.28 -12.95
H116 -2.46 1.71 -12.63
H117 -0.14 -0.10 -12.98
H118 -1.73 -0.69 -12.40
H119 -0.29 -1.06 -11.59
H120 -0.11 3.45 -10.32
H121 0.00 4.03 -11.82
C45 0.00 7.76 -10.86
C46 -0.53 7.40 -9.49
C47 -0.93 8.62 -8.58
O12 -0.07 9.73 -8.77
C48 -0.49 10.90 -8.15
N12 -1.67 6.49 -9.73
H122 -0.30 7.05 -11.63
H123 1.09 7.85 -10.84
H124 -0.36 8.76 -11.07
H125 0.27 6.80 -9.04
H126 -0.94 8.28 -7.55
H127 -1.94 8.94 -8.84
H128 0.25 11.68 -8.32
H129 -0.39 10.77 -7.07
H130 -1.53 11.05 -8.41
H131 -1.77 5.98 -8.86
H132 -1.45 5.77 -10.40
C49 4.77 14.66 -14.71
C50 5.37 15.56 -13.53
C51 6.06 14.70 -12.36
O13 6.37 15.59 -11.32
C52 6.22 15.00 -10.08
N13 6.22 16.55 -14.08
H133 5.54 14.15 -15.29
H134 4.17 15.41 -15.22
H135 4.09 13.85 -14.42
H136 4.44 15.99 -13.16
H137 7.03 14.35 -12.72
H138 5.42 13.84 -12.16
H139 6.91 14.17 -9.90
H140 5.17 14.70 -10.02
H141 6.37 15.76 -9.31
H142 6.52 17.14 -13.31
H143 7.10 16.15 -14.36
C53 -0.98 19.52 -15.88
C54 -0.51 18.16 -15.33
C55 -0.20 18.20 -13.82
O14 0.97 18.89 -13.68
C56 1.26 19.29 -12.33
N14 -1.60 17.23 -15.65
H144 -0.91 19.57 -16.97
H145 -0.38 20.34 -15.48
H146 -1.96 19.79 -15.50
H147 0.38 17.86 -15.89
H148 0.12 17.19 -13.58
H149 -1.02 18.65 -13.26
H150 2.21 19.80 -12.22
H151 1.29 18.42 -11.68
H152 0.46 19.96 -11.99
H153 -2.46 17.73 -15.43
H154 -1.60 16.35 -15.16
C57 2.85 3.76 -18.50
C58 2.87 4.74 -17.27
C59 2.93 6.29 -17.50
O15 4.18 6.74 -18.12
C60 3.88 7.87 -18.90
N15 1.74 4.29 -16.58
H155 2.89 2.72 -18.17
H156 3.75 3.90 -19.09
H157 2.01 3.89 -19.18
H158 3.81 4.51 -16.75
H159 3.02 6.80 -16.54
H160 1.99 6.54 -17.99
H161 4.72 8.19 -19.52
H162 3.56 8.70 -18.27
H163 3.12 7.73 -19.67
H164 1.65 3.31 -16.84
H165 0.87 4.61 -16.98
C61 0.77 8.36 -14.56
C62 1.68 9.56 -14.51
C63 1.63 10.41 -13.19
O16 0.29 10.66 -12.94
C64 -0.01 11.51 -11.80
N16 2.99 8.99 -14.70
H166 0.55 8.11 -15.60
H167 -0.20 8.69 -14.17
H168 1.13 7.51 -13.97
H169 1.54 10.19 -15.38
H170 2.19 11.34 -13.23
H171 2.07 9.95 -12.31
H172 0.19 12.55 -12.06
H173 0.64 11.40 -10.93
H174 -1.05 11.29 -11.56
H175 3.13 8.25 -14.02
H176 3.12 8.53 -15.59
C65 -3.35 12.45 -17.46
C66 -1.99 12.72 -16.82
C67 -2.04 13.77 -15.66
O17 -1.01 13.66 -14.75
C68 0.26 14.28 -15.09
N17 -1.62 11.45 -16.26
H177 -4.01 11.74 -16.96
H178 -3.14 12.03 -18.44
H179 -4.00 13.31 -17.60
H180 -1.22 13.13 -17.47
H181 -2.98 13.67 -15.12
H182 -2.08 14.66 -16.28
H183 1.05 14.08 -14.37
H184 0.16 15.36 -15.22
H185 0.62 13.89 -16.04
H186 -2.40 11.18 -15.67
H187 -0.87 11.63 -15.60
C69 3.12 8.24 -6.56
C70 2.46 9.54 -6.02
C71 2.83 9.93 -4.66
O18 1.76 10.57 -3.86
C72 2.19 10.57 -2.52
N18 2.77 10.56 -7.01
H188 2.92 7.41 -5.88
H189 4.20 8.29 -6.67
H190 2.77 7.95 -7.55
H191 1.40 9.28 -5.97
H192 3.62 10.67 -4.76
H193 3.31 9.08 -4.16
H194 1.61 11.19 -1.84
H195 3.20 10.95 -2.40
H196 2.29 9.57 -2.09
H197 2.07 10.42 -7.73
H198 2.53 11.35 -6.43
C73 3.10 4.33 -11.31
C74 2.79 4.96 -12.69
C75 3.89 4.89 -13.75
O19 5.18 5.45 -13.44
C76 6.21 5.35 -14.46
N19 1.66 4.14 -13.20
H199 2.31 4.63 -10.62
H200 3.97 4.76 -10.82
H201 3.40 3.30 -11.50
H202 2.57 6.02 -12.52
H203 3.41 5.27 -14.65
H204 4.14 3.87 -14.07
H205 5.98 5.91 -15.37
H206 6.30 4.29 -14.68
H207 7.09 5.82 -14.01
H208 1.56 4.44 -14.16
H209 1.86 3.16 -13.28

Most stable = a